This record from OMol25 describes the molecule CH3Br2ClOSi in a non-equilibrium geometry. The level of theory is wB97M-V/def2-TZVPD.

Structure (XYZ):
```
9
Properties=species:S:1:pos:R:3
C 0.337 -0.456 -1.478
O 0.239 0.662 -0.645
Si -0.233 0.498 1.414
Cl 1.411 -0.121 2.439
Br -0.954 2.512 1.637
Br -1.925 -0.801 1.818
H 0.264 -0.172 -2.619
H -0.445 -1.233 -1.164
H 1.306 -0.889 -1.402
```

SMILES   CO[Si](Cl)(Br)Br
Lowest unoccupied orbital energy   -0.006 Eh
Energy above the lowest of the compared OMol25 structures with the same formula, charge and spin   51.4 kcal/mol
E_HOMO   -9.82 eV
HOMO-LUMO gap   9.65 eV

=====

This record from OMol25 describes a cluster of 2 separate species, C5H11O2 in total in a non-equilibrium geometry. The level of theory is wB97M-V/def2-TZVPD.

Structure (XYZ):
```
18
Properties=species:S:1:pos:R:3
C 1.178 -0.178 -0.046
O 2.279 -0.164 -0.806
C -0.083 -0.527 -0.857
C -1.423 -0.781 -0.088
C -1.884 0.503 0.474
C -3.074 1.030 0.203
H 1.026 0.795 0.477
H 1.124 -0.945 0.783
H -0.214 0.218 -1.653
H 0.131 -1.464 -1.392
H -1.016 -1.339 0.757
H -2.092 -1.383 -0.677
H -1.241 0.918 1.241
H -3.630 0.610 -0.633
H -3.597 1.765 0.800
H 3.382 0.336 0.308
H 4.840 -0.099 0.532
O 4.296 0.703 0.578
```

Lowest unoccupied orbital energy   0.137 Eh
Energy above the lowest of the compared OMol25 structures with the same formula, charge and spin   58.9 kcal/mol
Net charge   -1
E_HOMO   -3.09 eV
HOMO-LUMO gap   6.83 eV

=====

This record from OMol25 describes a structure of composition C27H25AuClN2PSTe in a non-equilibrium geometry. The level of theory is wB97M-V/def2-TZVPD.

Structure (XYZ):
```
59
Properties=species:S:1:pos:R:3
Au -0.809 0.250 1.268
Cl -0.656 -1.062 -1.764
C -2.313 -1.524 -1.855
C -2.970 -1.633 -3.062
C -4.316 -1.972 -3.066
C -4.988 -2.196 -1.874
C -4.321 -2.111 -0.665
C -2.964 -1.787 -0.648
P -1.962 -1.761 0.855
C -3.121 -2.146 2.181
C -3.213 -3.427 2.721
C -4.217 -3.699 3.634
C -5.109 -2.706 4.011
C -4.997 -1.422 3.494
C -3.997 -1.134 2.587
C -0.763 -3.099 0.693
C 0.261 -3.162 1.639
C 1.217 -4.154 1.545
C 1.177 -5.056 0.491
C 0.155 -4.997 -0.444
C -0.823 -4.024 -0.347
H -2.447 -1.461 -3.988
H -4.840 -2.055 -4.003
H -6.037 -2.445 -1.886
H -4.844 -2.301 0.261
H -2.524 -4.202 2.418
H -4.310 -4.696 4.037
H -5.894 -2.935 4.714
H -5.693 -0.653 3.793
H -3.895 -0.135 2.182
H 0.300 -2.432 2.440
H 1.997 -4.222 2.287
H 1.951 -5.800 0.394
H 0.115 -5.714 -1.248
H -1.625 -3.998 -1.071
Te 1.369 1.639 1.950
C 1.388 1.141 3.996
C 0.377 0.409 4.624
C 0.480 0.096 5.964
C 1.592 0.502 6.693
C 2.590 1.244 6.080
C 2.494 1.569 4.742
H -0.498 0.102 4.060
H -0.312 -0.457 6.445
H 1.671 0.249 7.738
H 3.446 1.577 6.645
H 3.270 2.160 4.277
S 1.618 1.649 -1.017
C 1.329 1.366 -2.665
N 0.385 1.982 -3.370
C 0.467 1.655 -4.784
C 1.535 0.541 -4.809
N 1.989 0.507 -3.427
H -0.155 2.759 -3.031
H 0.789 2.528 -5.357
H -0.509 1.338 -5.157
H 2.366 0.778 -5.477
H 1.126 -0.432 -5.093
H 2.748 -0.077 -3.116
```

Lowest unoccupied orbital energy (spin up / spin down)   -0.190 / -0.352 Eh
Net charge   +2
⟨S²⟩   2.0172
Multiplicity   3
E_HOMO (spin up / spin down)   -13.73 / -13.70 eV
HOMO-LUMO gap (spin up / spin down)   8.56 / 4.13 eV